w.
The following is a quantum chemistry calculation of an isolated ion of composition C4H12N3 and charge +1, from OMol25.

## Properties
HOMO-LUMO gap, hartree: 0.405
HOMO level, eV: -14.1
Total charge: +1
LUMO energy, eV: -3.1

Last column: Mulliken charge in e.
Geometry (Å):
C -2.59 0.55 0.00  -1.21
C -1.26 0.04 -0.38  -0.31
N -0.24 0.38 0.61  -0.08
C 1.23 -0.03 0.14  0.76
C 1.31 -1.49 0.00  -1.50
N 1.68 0.90 -0.85  -0.45
N 2.32 0.77 0.45  -0.43
H -3.03 0.04 0.89  0.38
H -2.57 1.61 0.02  0.37
H -3.39 0.05 -0.68  0.34
H -0.96 0.49 -1.39  0.28
H -1.05 -1.09 -0.41  0.36
H -0.44 -0.05 1.48  0.35
H -0.04 1.38 0.66  0.44
H 0.86 -2.00 0.83  0.44
H 2.41 -1.83 0.33  0.39
H 1.09 -1.87 -1.11  0.34
H 2.36 0.57 -1.64  0.30
H 2.31 1.59 1.04  0.24



x.
The following is a quantum chemistry calculation of an isolated ion of composition C4H12N3 and charge +1, from OMol25.

## Properties
HOMO-LUMO gap, hartree: 0.428
HOMO level, eV: -14.6
Total charge: +1
LUMO energy, eV: -3.0

Last column: Mulliken charge in e.
Geometry (Å):
C 1.21 -1.38 0.57  -0.95
C 0.85 0.11 0.71  0.13
C 0.86 0.82 2.03  -1.56
N -0.68 0.20 0.20  -0.26
C -1.13 0.15 -1.09  0.71
N -2.38 0.44 -1.49  -0.41
N -0.19 -0.09 -2.04  -0.35
H 2.38 -1.40 0.62  0.30
H 0.69 -2.10 1.26  0.32
H 0.90 -1.63 -0.43  0.34
H 1.37 0.71 0.03  0.41
H 2.02 1.00 2.27  0.35
H 0.65 0.18 2.83  0.37
H 0.36 1.74 1.90  0.50
H -1.25 0.54 0.91  0.21
H -2.81 0.24 -2.45  0.24
H -3.14 0.81 -0.89  0.24
H -0.48 -0.08 -3.06  0.23
H 0.75 -0.26 -1.89  0.17



y.
The following is a quantum chemistry calculation of an isolated ion of composition C4H12N3 and charge +1, from OMol25.

## Properties
HOMO-LUMO gap, hartree: 0.393
HOMO level, eV: -13.9
Total charge: +1
LUMO energy, eV: -3.2

Last column: Mulliken charge in e.
Geometry (Å):
N -2.45 -1.57 0.07  -0.60
C -1.94 -0.28 -0.29  -0.16
C -0.69 -0.03 0.07  0.05
N 0.06 -0.94 0.96  -0.12
C 0.12 1.17 -0.40  -0.65
C 1.55 1.26 0.12  -0.97
N 2.39 0.18 -0.42  -0.57
H -2.35 -2.24 -0.68  0.24
H -3.42 -1.58 0.33  0.26
H -2.57 0.25 -0.98  0.42
H -0.09 -1.92 0.72  0.36
H 1.08 -0.79 0.87  0.39
H -0.32 -0.65 1.86  0.37
H -0.32 2.10 -0.03  0.35
H 0.09 1.28 -1.49  0.36
H 2.04 2.23 0.10  0.41
H 1.44 1.05 1.21  0.35
H 3.31 0.54 -0.67  0.29
H 2.06 -0.07 -1.36  0.22



z.
The following is a quantum chemistry calculation of a 2-piece molecular cluster, C4H12N3 overall, from OMol25.

## Properties
HOMO-LUMO gap, hartree: 0.369
HOMO level, eV: -14.1
Total charge: +1
LUMO energy, eV: -4.1

Last column: Mulliken charge in e.
Geometry (Å):
C 0.11 0.47 1.83  0.01
C 1.55 0.90 1.97  -0.84
C 1.69 -1.41 -0.26  -1.35
C 0.46 -0.68 -0.43  0.65
N -0.48 -0.11 0.90  -0.40
N -0.24 -0.54 -1.51  -0.22
N -2.86 0.17 -1.31  -0.93
H -0.48 0.84 2.58  0.51
H 1.92 0.14 2.64  0.29
H 2.04 0.97 0.92  0.22
H 1.49 1.85 2.49  0.35
H 1.79 -2.06 -1.03  0.46
H 1.69 -1.94 0.78  0.32
H 2.51 -0.74 -0.21  0.39
H 0.06 -1.04 -2.28  0.24
H -1.23 -0.09 -1.55  0.45
H -3.22 0.03 -0.31  0.28
H -3.62 0.72 -1.87  0.28
H -2.95 -0.83 -1.78  0.31



The structure with the least stability is w.



w.
The following is a quantum chemistry calculation of an isolated ion of composition C4H12N3 and charge +1, from OMol25.

## Properties
HOMO-LUMO gap, hartree: 0.439
HOMO level, eV: -15.0
Total charge: +1
LUMO energy, eV: -3.0

Last column: Mulliken charge in e.
Geometry (Å):
C -2.65 -0.04 0.76  -1.06
C -1.70 0.22 -0.49  -0.48
C -0.50 -0.63 -0.74  -0.81
N 0.48 -0.50 0.40  -0.08
C 1.68 0.05 0.19  0.69
N 1.94 0.88 -0.88  -0.35
N 2.75 -0.13 0.88  -0.39
H -2.66 -1.16 1.04  0.29
H -3.73 0.17 0.55  0.32
H -2.37 0.61 1.56  0.31
H -2.16 0.55 -1.47  0.43
H -1.35 1.19 -0.29  0.33
H -0.92 -1.61 -0.63  0.33
H 0.11 -0.44 -1.66  0.43
H 0.36 -1.12 1.11  0.25
H 1.49 1.10 -1.69  0.18
H 2.83 1.25 -0.96  0.15
H 3.01 -1.02 1.24  0.22
H 3.40 0.62 1.09  0.25



x.
The following is a quantum chemistry calculation of an isolated ion of composition C4H12N3 and charge +1, from OMol25.

## Properties
HOMO-LUMO gap, hartree: 0.340
HOMO level, eV: -13.0
Total charge: +1
LUMO energy, eV: -3.7

Last column: Mulliken charge in e.
Geometry (Å):
N -1.79 0.75 1.37  -0.60
C -1.49 0.68 -0.05  -0.26
C -1.07 -0.74 -0.46  -0.83
C 0.42 -0.81 -0.17  0.22
N 0.89 -1.37 1.04  -0.50
C 1.19 -0.27 -1.15  -0.63
N 2.28 0.66 -0.60  -0.27
H -1.78 1.69 1.74  0.23
H -2.75 0.46 1.50  0.24
H -2.39 1.01 -0.62  0.34
H -0.69 1.46 -0.34  0.26
H -1.26 -0.88 -1.51  0.36
H -1.58 -1.32 0.30  0.32
H 0.09 -1.30 1.66  0.35
H 1.25 -2.32 0.97  0.28
H 1.08 -0.26 -2.22  0.42
H 2.61 1.22 -1.39  0.35
H 2.00 1.30 0.15  0.36
H 2.99 0.04 -0.22  0.36



The structure with the least stability is x.



w.
The following is a quantum chemistry calculation of an isolated ion of composition C4H12N3 and charge +1, from OMol25.

## Properties
HOMO-LUMO gap, hartree: 0.363
HOMO level, eV: -13.2
Total charge: +1
LUMO energy, eV: -3.4

Last column: Mulliken charge in e.
Geometry (Å):
N 0.11 0.25 2.95  -0.61
C 0.57 -0.27 1.74  -0.07
C -0.02 -0.01 0.56  -0.04
N -1.15 0.94 0.72  -0.18
C 0.14 -0.70 -0.71  -0.65
C 0.09 0.21 -1.97  -0.63
N 0.49 -0.68 -3.10  -0.59
H 0.84 0.65 3.54  0.26
H -0.31 -0.44 3.56  0.24
H 1.46 -0.89 1.69  0.35
H -2.00 0.48 0.40  0.36
H -1.10 1.36 1.65  0.39
H -1.08 1.73 0.06  0.37
H -0.68 -1.42 -0.87  0.26
H 1.07 -1.26 -0.74  0.36
H -0.96 0.47 -2.17  0.36
H 0.69 1.11 -1.84  0.35
H 1.49 -0.53 -3.25  0.25
H 0.07 -0.31 -3.94  0.25



x.
The following is a quantum chemistry calculation of an isolated ion of composition C4H12N3 and charge +1, from OMol25.

## Properties
HOMO-LUMO gap, hartree: 0.324
HOMO level, eV: -12.3
Total charge: +1
LUMO energy, eV: -3.5

Last column: Mulliken charge in e.
Geometry (Å):
N -2.35 1.78 1.14  -0.57
C -1.64 0.59 0.73  -0.37
C -0.49 0.87 -0.26  -0.96
C 0.62 -0.06 -0.25  0.97
N 1.23 -0.34 0.99  -0.72
C 1.05 -0.72 -1.36  -0.87
N 2.07 -1.79 -1.13  -0.16
H -3.32 1.76 0.84  0.24
H -2.06 2.71 0.88  0.25
H -1.36 0.10 1.67  0.25
H -2.27 -0.15 0.24  0.31
H -0.09 1.82 0.14  0.36
H -0.87 1.03 -1.27  0.29
H 0.80 0.25 1.69  0.33
H 1.33 -1.19 1.55  0.22
H 0.58 -0.64 -2.32  0.38
H 2.94 -1.62 -1.62  0.36
H 2.24 -1.79 -0.13  0.33
H 1.61 -2.61 -1.53  0.37



The structure with the least stability is x.



w.
The following is a quantum chemistry calculation of a single C4H3NO3 molecule, from OMol25.

## Properties
HOMO-LUMO gap, hartree: 0.326
HOMO level, eV: -9.0
Total charge: 0
LUMO energy, eV: -0.2

Last column: Mulliken charge in e.
Geometry (Å):
O 0.66 -1.42 -0.82  -0.57
C 0.31 -0.82 0.11  0.67
O 0.16 -1.21 1.43  -0.33
C 0.13 0.06 2.05  -0.02
N -0.28 1.00 1.20  -0.53
C -0.01 0.56 -0.04  0.26
C -0.51 1.19 -1.12  -0.05
O -0.38 0.71 -2.40  -0.48
H 0.02 0.32 3.10  0.37
H -1.16 2.25 -0.86  0.29
H 0.08 -0.12 -2.32  0.39



x.
The following is a quantum chemistry calculation of a single C4H3NO3 molecule, from OMol25.

## Properties
HOMO-LUMO gap, hartree: 0.367
HOMO level, eV: -9.9
Total charge: 0
LUMO energy, eV: 0.1

Last column: Mulliken charge in e.
Geometry (Å):
O 2.35 -0.05 0.04  -0.53
C 1.12 -0.17 0.00  0.46
O 0.34 -1.35 0.24  -0.16
N -0.98 -1.43 -0.16  -0.19
C -1.69 -0.36 -0.22  -0.21
C -1.03 0.69 0.55  -0.03
O -0.35 1.87 0.00  -0.40
C 0.23 0.72 -0.46  0.05
H -2.86 -0.45 -0.41  0.32
H -1.03 0.65 1.65  0.32
H 0.16 0.75 -1.52  0.35



y.
The following is a quantum chemistry calculation of C4H3NO3 as an isolated structure, from OMol25.

## Properties
HOMO-LUMO gap, hartree: 0.345
HOMO level, eV: -9.7
Total charge: 0
LUMO energy, eV: -0.3

Last column: Mulliken charge in e.
Geometry (Å):
C 0.67 0.79 1.07  0.09
C -0.49 -0.18 -0.81  0.77
C -0.92 0.33 -2.06  -0.39
C -1.17 0.32 -3.28  -0.17
H 0.75 -1.19 3.36  0.40
H 1.27 1.73 1.26  0.35
H -1.63 0.64 -4.21  0.38
N 0.39 -0.35 1.68  -0.18
O 1.47 -0.36 2.74  -0.49
O -0.20 0.92 0.01  -0.31
O -0.24 -1.35 -0.46  -0.45



The structure with the least stability is x.



w.
The following is a quantum chemistry calculation of a single C3H3NOS molecule, from OMol25.

## Properties
HOMO-LUMO gap, hartree: 0.352
HOMO level, eV: -9.6
Total charge: 0
LUMO energy, eV: 0.0

Last column: Mulliken charge in e.
Geometry (Å):
N -1.03 -1.37 -2.03  -0.35
C -0.94 -0.80 -1.02  0.36
C -0.87 -0.10 0.27  -0.41
O 0.38 -0.28 0.90  -0.33
C 1.43 0.43 0.47  0.03
S 1.45 1.53 -0.72  -0.23
H -1.61 -0.52 0.94  0.29
H -1.09 0.96 0.10  0.33
H 2.29 0.15 1.10  0.32



x.
The following is a quantum chemistry calculation of a single C3H3NOS molecule, from OMol25.

## Properties
HOMO-LUMO gap, hartree: 0.304
HOMO level, eV: -8.9
Total charge: 0
LUMO energy, eV: -0.6

Last column: Mulliken charge in e.
Geometry (Å):
H -1.08 1.80 1.04  0.25
N -0.83 1.13 0.32  -0.50
C -0.22 0.11 0.67  -0.01
C 0.17 -1.04 -0.41  0.40
O 0.64 -2.02 0.11  -0.44
C 0.04 -1.26 -1.99  -0.17
S -1.36 -1.63 -2.67  -0.19
H 0.14 -0.22 1.65  0.36
H 1.00 -1.30 -2.49  0.30



y.
The following is a quantum chemistry calculation of C3H3NOS as an isolated structure, from OMol25.

## Properties
HOMO-LUMO gap (spin up / spin down), hartree: 0.290 / 0.290
HOMO level (spin up / spin down), eV: -9.2 / -9.2
Total charge: 0
LUMO energy (spin up / spin down), eV: -1.3 / -1.3

Last column: Mulliken charge in e.
Geometry (Å):
C -0.16 -1.03 0.34  -0.05
C 0.28 1.25 -0.50  -0.02
C -0.65 0.35 0.01  0.33
N 0.94 -1.10 -0.25  -0.49
O -1.81 0.66 0.26  -0.56
S 1.14 1.59 0.89  -0.14
H -0.92 -1.57 0.86  0.41
H -0.16 1.85 -1.28  0.32
H 1.35 -1.99 -0.32  0.20



The structure with the least stability is y.



w.
The following is a quantum chemistry calculation of a 2-piece molecular cluster, C3H3NOS overall, from OMol25.

## Properties
HOMO-LUMO gap, hartree: 0.364
HOMO level, eV: -9.6
Total charge: 0
LUMO energy, eV: 0.3

Last column: Mulliken charge in e.
Geometry (Å):
C -0.74 2.57 0.02  -1.20
C 0.34 1.84 0.03  0.92
O 1.31 1.19 -0.11  -0.37
H -1.08 3.10 0.86  0.32
H -1.19 2.94 -0.84  0.30
N -1.74 -0.10 1.55  -0.45
C -2.32 -0.06 0.48  0.52
S -3.09 -0.51 -0.78  -0.32
H -0.96 0.44 1.81  0.28



x.
The following is a quantum chemistry calculation of a single C3H3NOS molecule, from OMol25.

## Properties
HOMO-LUMO gap, hartree: 0.336
HOMO level, eV: -9.1
Total charge: 0
LUMO energy, eV: 0.0

Last column: Mulliken charge in e.
Geometry (Å):
N -2.07 0.25 1.19  -0.36
C -1.59 -0.38 0.33  0.35
C -0.89 -0.78 -0.91  -0.44
O 0.02 0.20 -1.41  -0.31
C 1.05 0.54 -0.71  0.03
S 1.43 0.11 0.90  -0.22
H -1.55 -0.98 -1.71  0.30
H -0.20 -1.62 -0.70  0.37
H 1.78 1.31 -1.23  0.29



The structure with the least stability is x.